Molecular formula: C23H50F2IN4O5
Method: DFT, ωB97M-V with the def2-TZVPD basis set

Each line ends with the Mulliken charge.
Positions of all 85 atoms, in Å:
C1 -0.79 -4.66 3.89  -1.042
C2 0.63 -4.18 4.22  -0.888
C3 1.18 -3.25 3.13  -0.106
C4 0.72 -1.80 3.32  -0.525
O1 -0.22 -1.33 2.33  -0.501
N1 0.41 -0.95 1.13  1.484
C5 -0.01 0.43 0.72  -0.571
C6 -0.21 1.37 1.90  -0.652
C7 -1.69 1.44 2.31  -0.564
C8 -1.94 2.30 3.54  -1.329
I1 -1.30 4.32 3.29  0.044
C9 1.01 0.90 -0.34  0.072
O2 0.30 1.70 -1.30  -0.501
C10 2.17 1.78 0.16  -2.018
C11 3.06 1.23 1.27  -0.346
C12 4.25 0.42 0.75  0.384
N2 5.04 -0.20 1.73  -0.514
O3 4.55 0.38 -0.41  -0.506
N3 1.58 -0.24 -1.01  0.251
C13 0.74 -1.39 -1.29  0.685
N4 -0.35 -1.01 -2.22  -0.363
C14 1.67 -2.47 -1.95  -0.255
F1 1.07 -3.71 -1.80  -0.373
C15 3.10 -2.55 -1.47  -0.882
C16 3.26 -2.95 0.00  -0.424
C17 0.12 -1.95 0.03  -1.173
C18 -1.36 -2.30 0.00  -0.835
C19 -1.65 -3.60 -0.73  -0.582
F2 -1.02 -4.64 -0.04  -0.294
H1 -1.07 -5.52 4.50  0.420
H2 -0.87 -4.96 2.85  0.230
H3 -1.53 -3.88 4.08  0.245
H4 1.26 -5.07 4.28  0.385
H5 0.64 -3.69 5.19  0.412
H6 2.27 -3.28 3.14  0.392
H7 0.84 -3.64 2.17  -0.072
H8 1.56 -1.10 3.40  0.075
H9 0.16 -1.71 4.25  0.849
H10 1.43 -0.97 1.27  0.108
H11 -0.97 0.33 0.20  0.434
H12 0.41 1.11 2.76  0.075
H13 0.08 2.38 1.62  0.702
H14 -2.10 0.44 2.46  0.342
H15 -2.23 1.89 1.47  0.371
H16 -3.01 2.35 3.73  0.580
H17 -1.48 1.87 4.43  0.475
H18 -0.26 2.35 -0.85  0.466
H19 2.80 1.95 -0.72  0.645
H20 1.79 2.76 0.44  0.340
H21 2.53 0.68 2.05  -0.154
H22 3.51 2.08 1.79  0.518
H23 5.14 -1.20 1.55  0.270
H24 4.66 -0.09 2.66  0.308
H25 2.06 0.07 -1.85  0.701
H26 -0.58 -1.79 -2.83  0.298
H27 0.06 -0.32 -2.85  0.566
H28 1.66 -2.24 -3.02  0.500
H29 3.66 -1.64 -1.70  0.492
H30 3.56 -3.35 -2.07  0.454
H31 2.61 -3.79 0.24  0.249
H32 2.98 -2.11 0.65  -0.532
H33 4.30 -3.22 0.18  0.608
H34 0.66 -2.85 0.31  0.324
H35 -1.73 -2.45 1.02  0.451
H36 -1.97 -1.51 -0.44  0.183
H37 -2.72 -3.78 -0.68  0.446
H38 -1.32 -3.62 -1.76  0.238
C20 -1.39 2.16 -5.17  -1.299
C21 -1.79 2.62 -3.78  0.377
O4 -2.26 1.54 -2.97  -0.553
H39 -2.24 1.68 -5.66  0.299
H40 -1.05 2.99 -5.78  0.382
H41 -0.59 1.42 -5.12  0.307
H42 -2.60 3.35 -3.84  0.117
H43 -0.94 3.10 -3.28  0.114
H44 -1.55 0.89 -2.91  0.150
C22 -5.20 6.19 -2.82  -1.098
C23 -3.75 5.80 -2.69  -0.070
O5 -3.06 5.86 -3.93  -0.511
H45 -5.71 5.54 -3.54  0.299
H46 -5.72 6.11 -1.86  0.318
H47 -5.30 7.22 -3.18  0.324
H48 -3.66 4.77 -2.34  0.205
H49 -3.24 6.44 -1.96  0.272
H50 -3.11 6.77 -4.25  0.294

**Largest force on an atom**: 1.15 eV/Å
**E_LUMO**: -2.273 eV
**Total charge**: +1
**Gap between HOMO and LUMO**: 9.7096 eV